{"formula": "C12H33AgN3O11S2", "method": "ωB97M-V with the def2-TZVPD basis set", "elements": ["Ag", "S", "O", "O", "O", "O", "S", "O", "O", "O", "O", "C", "C", "C", "O", "C", "N", "H", "H", "H", "H", "H", "H", "H", "H", "H", "H", "H", "C", "C", "C", "O", "C", "N", "H", "H", "H", "H", "H", "H", "H", "H", "H", "H", "H", "C", "C", "C", "O", "C", "N", "H", "H", "H", "H", "H", "H", "H", "H", "H", "H", "H"], "xyz": [[-4.501, -11.716, -17.876], [-2.240, -15.009, -17.198], [-1.509, -15.246, -15.987], [-3.647, -14.759, -16.911], [-1.931, -13.714, -17.778], [-2.007, -16.044, -18.219], [-6.143, -12.777, -21.538], [-7.188, -12.037, -22.247], [-4.989, -11.898, -21.200], [-6.560, -13.107, -20.180], [-5.682, -13.960, -22.219], [-5.484, -10.899, -12.375], [-5.773, -11.152, -13.879], [-6.764, -10.221, -14.578], [-6.978, -10.488, -15.931], [-8.236, -9.932, -16.320], [-4.448, -10.998, -14.601], [-6.323, -11.155, -11.728], [-5.417, -9.829, -12.180], [-4.575, -11.380, -12.013], [-6.087, -12.171, -14.107], [-6.422, -9.196, -14.432], [-7.688, -10.331, -14.010], [-8.606, -10.306, -17.274], [-8.236, -8.844, -16.255], [-9.033, -10.302, -15.676], [-3.960, -10.146, -14.363], [-3.871, -11.697, -14.156], [-4.046, -5.309, -18.142], [-5.004, -6.488, -18.278], [-5.974, -6.406, -19.509], [-6.917, -5.373, -19.284], [-7.801, -5.088, -20.297], [-4.155, -7.683, -18.283], [-3.606, -5.007, -19.092], [-3.326, -5.527, -17.353], [-4.450, -4.420, -17.657], [-5.712, -6.619, -17.460], [-6.473, -7.365, -19.646], [-5.378, -6.240, -20.406], [-8.259, -5.976, -20.733], [-7.341, -4.580, -21.145], [-8.551, -4.382, -19.941], [-3.410, -7.700, -18.966], [-3.604, -7.559, -17.445], [1.885, -10.476, -22.096], [1.504, -9.366, -21.201], [1.462, -7.999, -21.940], [2.706, -7.779, -22.531], [2.562, -7.559, -23.964], [0.108, -9.626, -20.767], [1.748, -11.471, -21.672], [2.894, -10.329, -22.480], [1.284, -10.463, -23.006], [2.172, -9.299, -20.343], [1.209, -7.278, -21.162], [0.614, -8.008, -22.625], [2.189, -8.436, -24.494], [3.528, -7.294, -24.393], [1.911, -6.721, -24.212], [-0.448, -9.691, -21.607], [0.064, -10.563, -20.391]], "forces_ev_per_angstrom": [[0.71, -1.44, 0.19], [-1.27, 0.19, -1.91], [1.68, -0.81, 2.31], [-3.73, -1.22, 1.30], [2.59, 3.95, -1.83], [0.00, -0.72, 0.23], [-0.68, -0.15, -2.53], [0.46, -0.15, 0.20], [0.66, 0.83, 0.61], [-0.47, -0.03, 2.41], [-0.02, -0.12, -0.48], [-1.54, 0.52, -0.27], [2.23, 0.58, -1.18], [0.18, -0.07, 1.62], [-0.67, -0.12, -0.45], [-0.32, -0.66, 0.23], [-0.75, -0.87, 0.15], [-0.09, -0.56, 0.05], [0.46, 0.27, -0.28], [-0.15, -0.13, -0.26], [0.05, -0.12, 0.31], [0.08, 0.43, -0.06], [-0.47, 0.13, -0.02], [0.94, 0.23, -0.41], [0.10, 0.13, -0.24], [0.01, 0.06, 0.64], [-0.37, 0.57, 0.13], [0.46, -0.52, -0.56], [-0.87, 1.10, 1.12], [-0.26, 0.06, -1.24], [0.92, -0.24, 0.43], [0.86, 0.02, 1.24], [-0.34, 0.21, -1.13], [-0.41, -0.72, 0.39], [0.25, -0.24, 0.12], [0.61, -0.47, -0.51], [-0.77, 0.34, -0.56], [0.34, 0.30, 0.46], [-0.11, -0.17, 0.13], [0.04, 0.30, -0.34], [-0.32, -0.24, 0.22], [0.49, 0.13, -0.21], [-0.12, -0.29, 0.28], [-0.26, 0.29, -0.80], [-0.04, -0.54, 0.44], [1.14, -0.53, -1.55], [-1.92, 0.43, -0.14], [-0.28, -1.52, 1.74], [0.03, 0.95, -2.32], [0.57, 0.12, 0.69], [0.44, 0.60, 0.52], [0.25, 0.12, 0.24], [0.35, -0.36, 0.20], [-0.41, 0.07, -0.05], [-0.11, 0.05, 0.13], [0.25, 0.50, -0.10], [0.12, -0.05, -0.42], [-0.06, -0.23, 0.22], [0.19, -0.20, 0.31], [-0.29, 0.10, 0.36], [-0.24, 0.07, -0.20], [-0.10, -0.15, 0.43]], "spin_multiplicity": 2, "e_lumo_ev": [3.5, 3.2], "orbital_gap_ev": [3.5, 3.1], "relative_energy_kcal_mol": 60.7, "e_homo_ev": [0.07, 0.08], "charge": -2}